Molecular formula: C15H52N18O11
Method: DFT, wB97M-V/def2-TZVPD

As for the largest force on an atom: 0.0547 hartree/bohr. The calculated total energy comes out at -65753.58198 eV. For the HOMO energy, the calculation gives -9.16 eV. As for the SMILES: NC(N)=O.NC(N)=O.NC(N)=O.NC(N)=O.NC(N)=O.NC(N)=O.NC(N)=O.NC(N)=O.NC(N)=O.CC(C)O.CC(C)O. The charge is 0.

Positions of all 96 atoms, in Å:
N  0.568  -2.399  -3.263
H  -5.273  0.870  -3.750
H  6.978  -0.462  2.790
N  1.400  2.461  1.499
H  0.576  -1.360  -5.486
H  -3.004  -1.721  -4.149
N  -3.112  2.773  0.133
N  3.865  1.067  -1.570
C  5.363  -1.738  0.940
H  -0.016  -2.809  -3.966
N  3.066  1.153  5.227
C  -5.452  -2.614  1.322
N  1.489  3.822  -0.351
H  2.003  -1.214  -0.330
H  -4.135  2.010  -2.887
H  -3.311  3.733  0.331
H  -2.849  2.163  2.726
C  -4.051  1.844  0.376
H  -6.509  -1.778  -0.195
O  -0.326  -2.143  -0.422
N  4.419  3.094  -0.664
O  1.934  -0.683  -2.709
C  0.030  -1.075  0.125
C  1.311  -1.308  -3.579
C  -2.970  -3.961  -2.556
H  4.804  0.459  2.043
H  6.149  -2.459  0.706
H  -3.802  -2.553  -1.346
H  2.206  -0.672  2.818
H  -1.238  0.341  -3.621
N  -5.666  -1.655  0.338
O  -0.335  2.502  0.105
H  -3.894  1.628  -4.545
C  3.198  0.346  4.147
O  -0.506  1.096  2.924
H  -2.355  -0.356  5.013
H  8.032  -0.801  1.427
H  1.216  0.536  3.707
N  -4.249  -2.500  1.916
H  7.681  0.838  1.730
H  -1.704  1.069  -2.185
C  6.040  -0.374  0.807
O  -3.322  -0.855  -4.429
H  1.216  3.940  -1.312
C  -1.525  0.778  3.568
N  2.010  -0.081  3.616
H  -1.837  -0.444  0.424
H  0.931  1.809  2.121
H  -3.300  1.222  4.189
H  -1.732  -5.206  -3.587
N  -5.251  2.414  0.806
C  0.785  2.966  0.425
H  -6.029  1.777  0.803
H  -2.013  -2.775  -1.263
O  5.067  0.660  1.128
H  6.348  -0.044  -0.188
N  -1.539  -0.243  4.443
H  3.404  0.472  -2.250
N  -0.875  -0.157  0.499
C  -4.246  1.197  -3.604
H  2.490  3.712  -0.244
H  1.747  -0.152  -5.227
H  -2.139  2.537  -0.098
C  7.222  -0.148  1.776
H  2.302  2.800  1.792
H  4.551  -1.760  0.215
H  4.551  4.084  -0.769
H  -0.642  -0.649  4.650
N  1.320  -0.672  0.168
H  0.277  -2.444  -2.293
H  -5.190  -0.762  0.355
H  -3.832  -0.588  -2.478
H  -3.553  -1.811  1.704
H  3.930  1.371  5.698
H  2.265  1.123  5.832
H  -0.670  0.685  1.016
O  -4.020  -4.316  -3.104
H  1.483  0.214  0.609
C  3.854  2.419  -1.726
O  3.405  3.051  -2.675
H  -1.708  -0.713  -2.221
O  -6.264  -3.484  1.604
N  -2.925  -2.922  -1.676
H  4.988  -1.887  1.949
H  -1.019  -4.468  -2.180
O  -3.876  0.628  0.347
H  4.408  0.657  -0.831
H  5.006  2.647  0.024
N  -1.787  -4.560  -2.823
N  -2.700  1.461  3.424
O  4.308  -0.016  3.751
N  1.285  -0.979  -4.891
C  -1.931  0.187  -2.789
H  -5.368  3.405  0.851
C  -3.360  -0.020  -3.288
H  -4.070  -3.231  2.583

Cartesian forces (eV/Å) of the 2 atoms listed first:
N 0.20 -0.11 0.15
H -0.08 0.16 0.17

***

Molecular formula: C15H54N10O12
Method: DFT, wB97M-V/def2-TZVPD

As for the largest force on an atom: 0.1567 hartree/bohr. The calculated total energy comes out at -55898.63515 eV. For the HOMO energy, the calculation gives -8.25 eV. As for the SMILES: NC(N)=O.NC(N)=O.NC(N)=O.NC(N)=O.NC(N)=O.CCO.CCO.CCO.CO.CO.CO.CO. The charge is 0.

Positions of all 91 atoms, in Å:
H  -2.663  1.057  1.018
H  0.698  -2.804  0.769
H  1.442  -2.138  5.068
H  2.954  -4.990  -1.890
H  0.683  1.204  -0.940
H  2.755  3.616  -4.324
N  -1.788  -2.224  -2.028
H  3.778  0.885  -1.674
H  -1.436  -5.244  1.195
H  -3.286  -2.811  1.174
H  0.227  3.025  -2.727
H  -0.947  -0.472  2.216
H  4.357  3.033  -4.488
H  -0.669  0.131  -1.189
O  -2.154  -4.463  -0.594
C  -2.382  -1.114  -1.652
O  -0.842  4.151  -0.281
H  1.961  0.017  -0.282
O  1.786  2.213  -2.413
H  -3.128  -0.547  2.866
N  -2.013  4.320  -4.537
H  0.226  -2.619  3.785
O  1.491  -4.111  4.160
C  3.103  2.215  -2.996
H  -2.766  3.927  -5.123
H  0.812  1.067  6.725
H  3.788  1.672  0.195
N  -2.066  -0.059  -2.321
H  0.634  -0.444  -3.360
O  2.838  0.077  -0.702
N  -0.280  3.771  -3.255
N  -0.905  -0.371  1.219
H  5.054  1.681  -2.736
C  -3.764  0.175  2.393
H  0.579  5.161  0.775
O  -3.229  1.282  1.785
N  4.070  1.462  -2.499
H  0.335  3.930  2.886
N  0.053  0.537  -0.543
H  -1.381  -2.413  -2.918
H  0.873  -4.838  4.211
H  -0.812  2.877  2.085
N  0.153  0.543  6.105
C  -0.119  0.761  4.863
H  -2.005  -5.357  -0.925
C  1.692  -4.305  -0.585
H  0.978  -5.111  -0.487
H  -0.145  4.765  -2.938
H  -4.423  -0.398  1.759
C  0.160  4.222  0.708
O  0.940  1.088  1.584
H  -0.219  -0.365  6.491
H  -2.666  -3.699  2.600
C  -2.273  -4.671  0.847
O  -1.690  2.122  -4.092
C  0.824  -2.931  4.606
H  -2.499  0.750  -1.920
N  0.251  1.976  4.531
H  0.414  2.084  3.486
H  3.403  0.497  1.353
H  -1.239  4.502  2.335
O  2.207  -4.365  -1.881
C  -2.475  -3.415  1.594
H  1.955  -2.169  -0.310
H  -1.603  -0.953  0.644
C  1.143  -2.900  -0.241
H  0.665  2.578  5.255
H  -1.617  5.251  -4.748
H  0.139  -3.274  5.379
H  -0.484  4.342  -1.110
O  -0.300  0.039  -5.166
H  0.381  -2.684  -0.880
H  -1.870  -3.019  -1.332
H  4.703  0.291  0.372
C  0.884  -0.193  -4.469
O  -0.689  -0.105  3.972
C  -0.026  0.443  0.752
C  3.683  0.607  0.293
N  3.465  2.996  -3.932
C  -1.401  3.395  -3.881
H  -3.054  -5.462  1.009
O  -3.067  -1.011  -0.449
H  0.814  3.427  0.396
H  -1.474  0.106  -3.089
H  1.520  0.683  -4.500
C  -0.382  3.858  2.106
H  -1.612  -2.697  1.684
H  1.351  -1.105  -4.814
H  -4.383  0.527  3.160
H  -0.508  1.002  -5.195
H  2.505  -4.478  0.028

Cartesian forces (eV/Å) of the 2 atoms listed first:
H -0.65 -0.22 0.76
H 0.45 -0.47 -0.30

***

Molecular formula: C15H54N6O18
Method: DFT, wB97M-V/def2-TZVPD

As for the largest force on an atom: 0.1040 hartree/bohr. The calculated total energy comes out at -62224.82369 eV. For the HOMO energy, the calculation gives -9.05 eV. As for the SMILES: NC(N)=O.NC(N)=O.NC(N)=O.OCCO.OCCO.OCCO.OCCO.OCCO.OCCO.O.O.O. The charge is 0.

Positions of all 93 atoms, in Å:
O  3.815  -1.973  -0.992
H  1.105  -4.511  4.269
O  0.716  -4.263  5.111
H  -0.874  -3.716  2.163
H  1.644  -2.042  2.804
H  3.743  -2.361  -1.867
O  1.648  -0.572  0.272
H  -0.114  -2.690  -3.540
C  -1.908  2.387  2.657
H  -0.252  -1.264  3.889
C  -0.153  3.688  -5.584
H  -0.820  -1.446  -0.736
O  2.772  4.613  0.783
O  -2.149  -4.700  -0.558
N  3.956  4.158  -1.010
C  -1.950  3.101  -1.506
H  1.665  -4.041  -2.245
C  -0.716  -0.410  -0.417
H  4.718  -0.235  -0.591
C  3.524  -2.974  0.012
N  -5.649  -1.510  2.365
N  -0.333  -5.387  0.483
H  1.010  -0.382  -1.705
H  1.714  4.172  -4.677
C  -2.344  1.428  3.761
H  -3.460  4.487  -2.284
H  -4.546  -0.255  0.959
C  0.015  -2.321  3.887
C  0.744  -2.807  5.179
H  0.096  3.085  -2.657
H  3.372  -2.499  0.981
C  -2.524  4.511  -1.726
H  -2.602  2.400  1.816
O  -1.033  -0.384  0.953
H  -0.466  -1.095  1.262
H  0.886  0.979  -3.974
C  2.324  -3.769  -0.432
O  -2.707  5.268  -0.532
H  -1.810  3.353  3.151
H  5.957  0.373  -1.213
H  -0.495  -6.250  -0.016
C  0.805  -0.053  -0.687
H  3.815  2.003  -0.303
H  -2.579  2.511  -0.839
H  -1.287  0.250  -1.070
H  -0.715  3.887  -0.272
H  -0.583  -3.547  -2.383
H  -1.046  3.202  -5.193
H  1.720  -2.337  5.298
H  2.161  -4.599  0.256
O  0.140  -2.988  -2.667
H  2.541  2.173  0.901
H  -1.957  5.224  -2.325
H  4.078  5.133  -1.242
H  -3.138  -1.244  0.642
O  0.591  2.739  -3.403
O  -4.281  -3.218  1.961
O  0.881  -2.625  2.801
H  -2.190  1.533  5.800
O  1.041  0.140  -4.408
H  -1.945  2.621  -2.485
C  -4.569  -2.010  1.829
H  0.413  4.839  -3.892
H  4.247  3.457  -1.676
H  -1.917  5.427  -0.010
O  0.526  2.846  -6.497
H  0.072  -2.616  6.016
H  -6.371  -2.056  2.813
O  -1.602  1.366  5.060
H  0.759  2.100  -5.939
H  -0.319  4.645  -6.079
O  5.192  0.592  -0.681
C  0.715  3.893  -4.341
H  0.889  1.032  -0.624
C  3.279  3.813  0.031
O  -0.655  3.226  -0.966
N  -4.074  -1.146  1.008
H  1.453  -3.116  -0.377
H  -0.631  1.255  1.708
O  -0.573  2.053  2.238
C  -1.349  -4.583  0.364
H  0.264  -5.252  1.286
N  -1.469  -3.698  1.347
H  -2.437  -3.414  1.397
H  4.340  -3.696  0.045
H  -3.372  1.621  4.066
H  2.379  -0.948  -0.224
H  -2.463  0.393  3.442
H  -0.936  -2.827  4.055
H  -5.936  -0.630  1.959
N  3.084  2.546  0.135
H  1.984  0.124  -4.571
O  2.502  -4.188  -1.799

Cartesian forces (eV/Å) of the 2 atoms listed first:
O 0.08 0.61 1.28
H 0.19 -0.03 -0.15

***

Which of these has the lowest largest force on an atom? C15H52N18O11

***

Number 1 is which compound? C15H52N18O11

***

The highest largest force on an atom belongs to which entry? C15H54N10O12